No. 1
Molecular formula: C18H20N2O5
Method: DFT, the ωB97M-V functional and the def2-TZVPD basis

Values from the calculation:
- Relative energy (zero: lowest compared OMol25 entry of this formula, charge and spin): 1316.6 kJ/mol
- Total energy: -1183.1815 a.u.
- Gap between HOMO and LUMO: 8.4 eV

Last column: Mulliken charge in e.
Geometry (Å):
C (1.21091, -1.84768, 0.34101)  -0.322
C (1.40028, -1.32042, -1.15581)  0.266
C (0.97149, -0.66510, 1.53880)  0.399
C (0.64772, -1.31545, 2.93845)  -0.315
C (1.23442, -2.31153, 3.82733)  -0.847
C (-0.64741, -0.89897, 3.18672)  0.013
C (0.35690, -2.68306, 5.02827)  -0.696
C (-1.46469, -1.22722, 4.22510)  -0.593
C (-0.76172, -2.13039, 5.25159)  1.330
C (-0.61005, -0.01119, -1.21512)  0.489
C (-1.85079, -0.63920, -2.00480)  0.582
C (-0.86047, 1.44725, -0.77237)  -1.031
C (-0.68061, 2.37293, -1.99545)  -0.027
C (-1.61401, 2.79636, -2.93717)  -0.254
C (0.54929, 3.09580, -1.93195)  -0.806
C (-1.10046, 3.59653, -3.99449)  -0.404
C (1.01477, 3.74109, -3.02838)  -0.294
C (0.14407, 3.98293, -4.15844)  0.676
H (3.22727, -2.15847, 0.33978)  0.357
H (2.30587, -3.54045, 0.24481)  0.295
H (0.22314, -2.23883, 0.51754)  0.573
H (0.13862, 0.26741, 1.26944)  -0.716
H (1.92255, 0.18770, 1.70310)  0.294
H (2.06347, -2.80501, 3.56145)  0.619
H (-1.02409, -0.22761, 2.15698)  0.261
H (0.81166, -3.30162, 5.97389)  -0.076
H (-2.51789, -0.89963, 4.21705)  0.402
H (-0.66481, -3.09350, 7.04231)  0.367
H (0.68454, -0.16899, -2.86221)  0.411
H (-0.55291, -0.39643, -0.10441)  -0.340
H (-0.20678, 1.62258, 0.11958)  0.782
H (-1.87335, 1.26331, -0.53534)  0.458
H (-2.75807, 2.49609, -2.92977)  0.269
H (1.16935, 2.60349, -1.19889)  0.255
H (-1.88474, 3.46104, -4.78463)  0.089
H (2.18976, 3.96515, -3.14341)  0.219
H (-0.45709, 3.95835, -6.08212)  0.388
H (-0.60692, -2.49160, -2.11314)  0.448
N (2.42206, -2.71518, 0.80126)  -0.598
N (0.56234, -0.44036, -1.66096)  0.101
O (2.47666, -1.52581, -1.72399)  -0.701
O (-1.50969, -2.62202, 6.30509)  -0.611
O (-2.90141, 0.19637, -2.20837)  -0.571
O (0.37802, 4.52430, -5.47006)  -0.604
O (-1.55719, -1.90297, -2.57831)  -0.536

Forces on the atoms, in the same order (eV/Å):
1.1932 2.0275 1.9483
3.5666 -0.1962 1.7071
3.5423 3.1703 -0.5299
0.9497 -1.4362 -0.3086
-6.2569 3.3113 0.8061
-2.9953 2.1777 -2.2700
9.3569 -1.8930 -1.6320
1.6637 -1.5914 1.6745
-7.9570 2.6785 -0.6649
-4.2191 -1.0627 5.0698
-2.2991 3.8262 -0.8388
0.5112 -0.6331 -2.5040
-0.5091 2.0975 2.5270
-0.8198 -0.6911 0.5820
-0.7928 -3.0181 -0.9778
-5.6264 -3.1417 0.5125
3.5001 2.0030 -2.8037
1.9828 0.8667 -0.7713
-1.4607 -1.4690 0.8902
0.4040 -0.6832 -0.3106
-0.1369 -1.4192 -0.4043
2.4771 -3.3237 0.7566
-1.9733 -2.9205 -0.7740
3.1210 -1.6131 -0.5609
-0.0961 -1.9697 4.0535
-0.8254 1.1157 -2.8458
0.7713 -0.4121 0.5880
-4.1971 2.1085 -3.3743
0.3858 -1.1674 4.7683
-1.2250 -0.2727 -2.1419
-0.6293 0.4849 -1.0464
-1.2815 0.9661 0.8437
2.8247 0.4171 -0.0824
0.8592 0.9903 0.2331
1.0469 1.3496 -0.0163
-2.9567 -0.1973 0.3967
4.0083 2.8721 2.7368
-4.3132 3.3981 -1.8205
-1.1969 3.2553 -1.6380
1.9552 1.4699 -8.0080
-1.0338 -0.7364 0.3829
3.6722 -1.0730 3.4371
5.8430 -6.5453 0.6998
-2.5772 -3.1849 -0.8327
1.7433 0.0646 2.5432


No. 2
Molecular formula: C18H20N2O5S4Sr
Method: DFT, the ωB97M-V functional and the def2-TZVPD basis

Values from the calculation:
- Net charge: -2
- Relative energy (zero: lowest compared OMol25 entry of this formula, charge and spin): 66.5 kJ/mol
- Total energy: -2807.2905 a.u.
- Gap between HOMO and LUMO: 6.8 eV

Last column: Mulliken charge in e.
Geometry (Å):
Sr (0.45377, 0.41323, -0.26577)  1.822
C (-3.28681, -3.01926, -0.68034)  -1.605
C (-2.02612, -2.37710, -0.16147)  0.740
N (-1.90463, -1.10790, -0.06989)  -0.325
N (-3.13681, -0.40125, -0.29914)  -0.300
C (-3.06794, 0.41625, -1.29597)  0.192
S (-1.85314, 0.70504, -2.50083)  -0.479
S (-4.52519, 1.41144, -1.62483)  -0.178
C (-5.60202, 1.04380, -0.23115)  -1.027
C (-5.41612, 1.97396, 0.94659)  0.453
C (-4.60280, 1.63576, 2.02463)  -0.099
C (-4.43269, 2.51819, 3.08726)  -0.669
C (-5.08065, 3.74749, 3.09696)  -0.356
C (-5.89736, 4.09217, 2.02443)  -0.457
C (-6.05711, 3.21203, 0.96300)  -0.404
C (-0.91984, -3.30412, 0.29215)  0.424
C (-1.27312, -4.59501, 0.69058)  -0.533
C (-0.35108, -5.51819, 1.17235)  -0.796
C (0.98736, -5.12538, 1.25732)  -0.433
C (1.37784, -3.86143, 0.86007)  -0.430
C (0.45070, -2.91961, 0.35295)  0.152
O (0.84276, -1.76088, -0.05578)  -0.912
H (-3.77852, -2.36227, -1.39058)  0.370
H (-3.99627, -3.21023, 0.13268)  0.291
H (-3.06006, -3.97129, -1.16181)  0.469
H (-5.42683, 0.00667, 0.05171)  0.355
H (-6.62173, 1.14339, -0.61323)  0.501
H (-4.07307, 0.69096, 1.99375)  0.333
H (-3.77048, 2.24810, 3.90120)  0.365
H (-4.93818, 4.43526, 3.92216)  0.350
H (-6.39911, 5.05294, 2.01000)  0.343
H (-6.67729, 3.49892, 0.11806)  0.323
H (-2.31901, -4.88172, 0.64677)  0.300
H (-0.66680, -6.50710, 1.48043)  0.347
H (1.73513, -5.81320, 1.64040)  0.358
H (2.41107, -3.54373, 0.93086)  0.317
C (5.45262, -1.18630, 1.40382)  -0.891
C (4.06867, -1.24461, 2.02082)  0.022
O (3.78525, -0.10684, 2.81668)  -0.560
H (5.62740, -2.04964, 0.75095)  0.300
H (6.22280, -1.16909, 2.18021)  0.261
H (5.55949, -0.27992, 0.80041)  0.218
H (3.98089, -2.11974, 2.66947)  0.315
H (3.31376, -1.34807, 1.23468)  -0.002
H (3.61931, 0.61030, 2.17366)  0.298
O (0.61044, 2.00449, 1.40270)  -0.817
S (1.46876, 2.81234, 0.46372)  0.939
O (1.80790, 4.11332, 0.98681)  -0.625
O (0.77031, 2.82954, -0.84853)  -0.639
S (3.13665, 1.62087, 0.13405)  -0.622

Forces on the atoms, in the same order (eV/Å):
-1.4614 -0.9212 -1.3906
-0.1401 -0.1689 0.0184
0.7575 -0.5844 0.3065
-0.7969 0.3308 0.0712
1.0857 0.0749 -0.2776
-0.0768 0.0565 -0.3383
-0.1724 -0.2455 0.5399
0.3027 -0.0169 -0.2047
-0.2318 0.0926 0.4213
-0.1136 -0.0300 -0.0623
0.0520 0.0471 -0.0384
-0.0088 -0.0297 -0.0604
-0.0330 -0.1144 -0.1315
0.0733 -0.0834 0.0418
-0.0285 0.0663 0.0064
-0.6305 0.1333 -0.1885
0.0042 -0.0958 0.0929
0.0334 0.2486 -0.0751
-0.0187 0.1067 -0.0351
-0.0840 -0.3149 0.0891
0.0035 0.6065 -0.3125
0.3864 -1.4809 0.3185
0.0121 0.0466 -0.0362
0.0401 0.0342 -0.0282
-0.0053 0.0628 0.0218
-0.0105 0.0164 0.0288
0.0287 -0.0389 0.0242
0.0094 0.0215 0.0403
-0.0176 0.0046 -0.0174
0.0027 -0.0152 -0.0237
0.0022 -0.0093 -0.0053
0.0204 -0.0351 0.0427
0.0704 -0.0393 0.0126
-0.0083 0.0066 0.0081
-0.0240 -0.0206 0.0008
-0.0155 -0.0250 -0.0344
0.1948 0.0294 -0.1304
-0.2247 0.0641 0.0815
0.2470 -0.1946 -0.0770
-0.0091 0.0352 0.0687
-0.0171 0.0004 -0.0181
-0.0477 -0.0670 0.0393
-0.0002 -0.0250 0.0529
0.0051 0.0001 -0.0294
-0.1998 0.1548 0.0701
0.4602 0.9412 0.3260
0.2222 0.6352 0.2488
0.1089 0.0772 0.0254
0.3330 0.2616 0.4288
-0.0793 0.4008 0.0883


No. 3
Molecular formula: C18H20NS
Method: DFT, the ωB97M-V functional and the def2-TZVPD basis

Values from the calculation:
- Net charge: +1
- Relative energy (zero: lowest compared OMol25 entry of this formula, charge and spin): 0.0 kJ/mol
- Total energy: -1150.5845 a.u.
- Gap between HOMO and LUMO: 8.0 eV

Last column: Mulliken charge in e.
Geometry (Å):
C (-1.34872, -0.23008, 1.27715)  -0.814
S (0.01886, 0.10823, 0.14788)  0.501
C (1.41172, -0.01566, 1.30961)  -0.973
H (-2.12683, 0.53172, 1.35212)  0.104
H (-1.79126, -1.14720, 0.85905)  0.325
H (-0.92043, -0.44497, 2.26049)  0.452
H (2.05582, 0.87010, 1.33892)  0.311
H (1.01905, -0.27327, 2.30025)  0.420
H (1.99444, -0.87006, 0.92999)  0.357
C (-5.01350, 1.51498, -1.53564)  -0.895
N (-3.58529, 1.72374, -1.72701)  0.090
C (-2.67644, 1.68610, -0.71006)  -1.635
C (-1.39340, 1.95753, -1.19213)  0.454
C (-0.15274, 1.92599, -0.34319)  0.423
C (1.21100, 2.19927, -1.02052)  0.207
C (1.63382, 1.33975, -2.03468)  -0.212
C (2.80251, 1.61552, -2.75252)  -0.674
C (3.57554, 2.73444, -2.42844)  -0.468
C (3.21031, 3.53816, -1.34485)  -0.599
C (2.02929, 3.27260, -0.63459)  -0.551
C (-1.54560, 2.27755, -2.60389)  1.005
C (-0.72901, 2.79406, -3.61485)  0.008
C (-1.26348, 2.95348, -4.90506)  -0.854
C (-2.61529, 2.67735, -5.18257)  -0.612
C (-3.48710, 2.24630, -4.16842)  -1.009
C (-2.92780, 2.06398, -2.91320)  0.121
H (-5.50809, 1.53981, -2.50812)  0.280
H (-5.18410, 0.53643, -1.06475)  0.331
H (-5.46547, 2.28393, -0.88776)  0.319
H (-3.01841, 1.53689, 0.31308)  0.665
H (-0.28868, 2.60164, 0.54490)  0.569
H (1.00609, 0.48534, -2.31998)  0.289
H (3.07177, 0.96658, -3.58503)  0.421
H (4.43460, 2.99754, -3.04564)  0.415
H (3.79648, 4.42481, -1.08548)  0.401
H (1.72503, 3.90480, 0.20972)  0.391
H (0.29495, 3.09598, -3.38495)  0.415
H (-0.61598, 3.31492, -5.71217)  0.395
H (-2.99640, 2.79571, -6.19666)  0.389
H (-4.54450, 2.02605, -4.33447)  0.241

Forces on the atoms, in the same order (eV/Å):
-0.2698 -0.9991 0.1391
-0.0911 1.0374 0.6707
0.3681 -0.6856 -0.0671
0.6961 -0.1897 -0.0435
-0.0706 0.3285 0.4012
-0.2770 0.0598 -0.2367
-0.3977 -0.0717 -0.1895
0.2565 0.2576 -0.3070
-0.0609 0.3959 0.2573
-0.1436 -0.1124 0.1301
0.3942 0.1525 0.1185
0.5108 0.3811 -0.6502
-0.5947 0.1937 0.0550
0.5068 0.6415 0.1626
-0.3803 0.0054 0.2779
0.1575 0.0416 -0.4121
-0.2312 -0.0019 0.2341
-0.2757 -0.0314 0.0588
-0.4023 0.1299 0.0101
-0.1460 -0.1833 -0.0731
-0.8958 -0.2930 0.0055
0.0048 0.0698 -0.7146
0.2839 0.0657 0.5734
-0.4636 -0.3707 0.5045
0.5855 0.1287 -0.7211
0.1837 0.0684 1.0531
0.0339 -0.0586 0.2499
-0.0049 0.2344 -0.2547
0.2946 -0.1457 -0.3173
-0.0411 0.1458 -0.6578
0.3300 -1.0238 -0.4364
0.3069 0.4021 -0.0083
0.0291 0.1998 0.2147
-0.1370 -0.1360 0.2889
-0.1402 -0.4263 -0.0692
0.1583 -0.1679 -0.4482
-0.3241 -0.1982 -0.3089
-0.3057 -0.1010 0.3968
0.1252 0.0282 0.2793
0.4275 0.2282 -0.1658